Here is a gas-phase ion, C9H11N2O2 (charge -1) from the Open Molecules 2025 dataset. Energies are from wB97M-V/def2-TZVPD.

The geometry in XYZ format:
```
24
Properties=species:S:1:pos:R:3:forces:R:3:nbo_charge:R:1
C 1.147 4.545 0.310 0.34 -3.13 -0.40 -0.542
C 0.557 3.344 -0.035 0.43 2.20 0.98 0.118
N -0.795 3.262 -0.392 0.64 2.63 0.79 -0.606
C -1.367 2.039 -0.464 -1.38 -2.22 -0.70 0.203
N -0.784 0.889 -0.327 -1.43 2.27 -0.18 -0.463
C 0.578 0.818 0.011 -1.10 0.85 -0.57 -0.227
C 1.038 -0.489 0.113 5.26 -3.59 1.61 0.517
O 2.302 -0.861 0.434 -5.20 1.61 -1.32 -0.701
C 0.052 -1.713 -0.172 0.11 2.54 -0.51 -0.306
C -0.257 -2.410 1.147 4.31 -3.92 -0.35 -0.584
C 0.682 -2.481 -1.320 -1.08 0.42 0.59 -0.595
C 1.330 2.030 0.104 0.33 0.17 0.31 0.451
O 2.525 2.144 0.333 0.43 -0.08 0.04 -0.598
H 0.789 5.501 0.189 -1.87 1.84 -0.43 0.169
H 2.147 4.640 0.673 0.59 -0.90 0.00 0.216
H -1.395 4.130 -0.202 1.26 -2.06 -0.55 0.390
H -2.431 2.125 -0.797 0.78 -0.56 0.45 0.144
H -0.879 -1.262 -0.566 0.39 -0.29 0.51 0.229
H -0.837 -3.355 1.135 -0.22 0.79 -0.37 0.189
H -0.592 -1.724 1.808 -1.72 2.11 2.12 0.205
H 0.763 -2.813 1.746 -2.15 1.15 -1.91 0.192
H -0.065 -3.035 -1.825 -0.82 -0.91 -0.57 0.179
H 1.225 -1.936 -2.057 0.21 1.00 -0.31 0.214
H 1.360 -3.103 -0.871 1.91 -1.96 0.78 0.208
```
Forces are in eV/Å.

Computed properties:
structure (SMILES) = C=C1NC=NC(C(=O)C(C)C)=C1[O-]
orbital gap = 6.5 eV
spin multiplicity = 1
highest occupied orbital energy = -3.1 eV
lowest unoccupied orbital energy = 3.44 eV
charge = -1
total energy = -609.50858 hartree
energy above the lowest of the compared OMol25 structures with the same formula, charge and spin = 47.6 kcal per mole